ORCA calculation (ωB97M-V/def2-TZVPD) on 2 unconnected molecules or ions with the total composition C7H10N2O5 in a non-equilibrium geometry.

Last columns: bonded neighbours and bond lengths (Å).
Atoms and positions in Å:
1 N -0.244 3.073 0.215  C5 1.267, C16 1.442
2 H 0.390 4.428 1.542  C16 1.079
3 O -2.306 -0.028 -1.138  N12 1.186
4 H 1.309 -2.405 0.568  C22 1.085
5 C -0.169 1.811 0.293  N1 1.267, O11 1.317
6 H -0.054 -3.787 -1.833  C21 1.097
7 H 1.499 -4.026 -1.413  C21 1.034
8 H -1.219 3.815 2.023  C16 1.166
9 C 0.536 -0.614 -0.948  C10 1.505, O14 1.269, O18 1.201
10 C -0.185 0.455 -1.724  C9 1.505, N12 1.411, H20 1.084
11 O 0.029 1.184 1.434  C5 1.317, C15 1.452
12 N -1.582 0.503 -1.912  O3 1.186, C10 1.411, O24 1.218
13 H 1.208 2.433 2.733  C15 1.085
14 O -0.208 -1.564 -0.554  C9 1.269, C22 1.462
15 C 0.193 2.266 2.389  O11 1.452, H13 1.085, C16 1.530, H19 1.079
16 C -0.180 3.514 1.587  N1 1.442, H2 1.079, H8 1.166, C15 1.530
17 H 0.272 -4.828 -0.311  C21 1.134
18 O 1.729 -0.528 -0.845  C9 1.201
19 H -0.335 1.954 3.278  C15 1.079
20 H 0.508 1.062 -2.296  C10 1.084
21 C 0.578 -3.943 -0.950  H6 1.097, H7 1.034, H17 1.134, C22 1.565
22 C 0.422 -2.741 0.041  H4 1.085, O14 1.462, C21 1.565, H23 1.032
23 H -0.239 -3.086 0.755  C22 1.032
24 O -1.951 1.052 -2.934  N12 1.218

Values from the calculation:
- ΔE to the lowest compared entry with this formula, charge and spin: 197.9 kcal/mol
- HOMO level (alpha / beta): -9.809 / -9.811 eV
- E_tot: -20630.964 eV
- Lowest unoccupied orbital energy (alpha / beta): -1.8 / -1.9 eV
- Max |F|: 0.0980 hartree/bohr
- Gap between HOMO and LUMO (alpha / beta): 8.04 / 7.89 eV

natural (NBO) atomic charge list, values in e, 5 entries: number 1, N, carries -0.5248; number 2, H, carries 0.2264; number 3, O, carries -0.3452; number 4, H, carries 0.2109; number 5, C, carries 0.6599